{
  "formula": "C31H35BrN5V",
  "method": "ωB97M-V/def2-TZVPD",
  "species": ["V", "C", "C", "C", "C", "C", "C", "C", "N", "C", "N", "C", "C", "C", "C", "C", "C", "C", "N", "C", "C", "C", "C", "C", "C", "C", "H", "H", "H", "H", "H", "H", "H", "H", "H", "H", "H", "H", "H", "H", "H", "H", "H", "H", "H", "H", "H", "H", "C", "C", "C", "C", "N", "H", "H", "H", "H", "H", "H", "H", "H", "H", "Br", "C", "C", "C", "C", "C", "N", "H", "H", "H", "H"],
  "coordinates": [[-0.417, -0.236, 0.095], [-1.012, -0.186, -5.028], [-0.615, -1.553, -5.499], [-0.258, -1.773, -6.825], [0.017, -3.043, -7.299], [-0.039, -4.132, -6.443], [-0.349, -3.933, -5.111], [-0.636, -2.657, -4.642], [-1.018, -2.499, -3.281], [-0.345, -1.774, -2.352], [0.896, -1.368, -2.666], [1.750, -0.515, -1.945], [1.437, -0.029, -0.671], [2.372, 0.804, -0.062], [3.579, 1.119, -0.663], [3.855, 0.641, -1.933], [2.943, -0.160, -2.599], [3.231, -0.614, -4.004], [-0.867, -1.503, -1.190], [-2.234, -1.761, -0.957], [-3.179, -0.814, -1.358], [-4.527, -1.029, -1.132], [-4.938, -2.206, -0.530], [-4.002, -3.147, -0.132], [-2.643, -2.944, -0.325], [-1.617, -3.944, 0.117], [-1.332, 0.426, -5.866], [-0.188, 0.333, -4.534], [-1.837, -0.248, -4.321], [-0.226, -0.933, -7.503], [0.257, -3.187, -8.341], [0.150, -5.129, -6.813], [-0.386, -4.763, -4.422], [-1.857, -2.976, -2.982], [1.258, -1.695, -3.553], [2.148, 1.223, 0.913], [4.297, 1.742, -0.151], [4.787, 0.895, -2.415], [4.160, -0.165, -4.348], [2.447, -0.309, -4.699], [3.345, -1.697, -4.059], [-2.858, 0.069, -1.900], [-5.248, -0.286, -1.438], [-5.988, -2.394, -0.373], [-4.328, -4.066, 0.332], [-2.003, -4.553, 0.930], [-0.714, -3.422, 0.444], [-1.337, -4.614, -0.699], [1.620, -0.394, 3.210], [0.613, -1.417, 2.641], [-0.497, -1.656, 3.688], [1.343, -2.744, 2.342], [0.068, -0.899, 1.459], [1.868, -0.653, 4.234], [1.176, 0.600, 3.195], [2.522, -0.391, 2.605], [-0.134, -2.331, 4.459], [-1.378, -2.096, 3.225], [-0.776, -0.720, 4.165], [2.048, -2.973, 3.138], [1.884, -2.641, 1.401], [0.635, -3.566, 2.268], [-0.664, 1.956, -1.975], [-1.202, 2.395, -0.209], [-1.858, 3.587, 0.014], [-2.340, 3.842, 1.291], [-2.128, 2.874, 2.272], [-1.416, 1.738, 1.958], [-0.939, 1.474, 0.725], [-1.992, 4.287, -0.795], [-2.871, 4.753, 1.505], [-2.520, 3.004, 3.267], [-1.216, 0.977, 2.698]],
  "lowdin_spin": [1.03, 0.00, 0.00, 0.00, 0.00, 0.00, 0.00, 0.00, 0.00, 0.01, 0.00, 0.01, 0.00, 0.01, 0.00, 0.01, 0.00, 0.00, 0.01, 0.00, 0.00, 0.00, 0.00, 0.00, 0.00, 0.00, 0.00, 0.00, 0.00, 0.00, 0.00, 0.00, 0.00, 0.00, 0.00, 0.00, 0.00, 0.00, 0.00, 0.00, 0.00, 0.00, 0.00, 0.00, 0.00, 0.00, 0.00, 0.00, 0.00, -0.02, -0.01, 0.00, -0.14, 0.00, 0.00, 0.00, 0.00, 0.00, 0.00, 0.00, 0.00, 0.00, 0.00, 0.03, 0.00, 0.03, 0.00, 0.03, 0.00, 0.00, 0.00, 0.00, 0.00],
  "largest_force_ev_per_a": 3.60,
  "total_energy_ev": -135891.467,
  "multiplicity": 2,
  "e_above_lowest_ev": 1.174,
  "orbital_gap_ha": [0.2666, 0.2712],
  "total_charge": 1
}